A structure of composition C48H36AsN6O6S3Ti. Source: the Open Molecules 2025 dataset; level of theory: ωB97M-V with the def2-TZVPD basis set.

charge: -2
electronic energy: -188049.8366 eV
2S+1: 2

CARTESIAN COORDINATES (ANGSTROEM)
Ti 0.263 0.223 -0.002
S 0.450 0.708 7.388
N 1.610 0.986 6.234
C 1.079 0.682 5.051
C 1.757 0.791 3.798
C 3.062 1.215 3.632
C 3.566 1.348 2.324
C 2.780 1.037 1.238
N 1.523 0.570 1.341
C 0.994 0.456 2.629
C -0.305 -0.003 2.703
N -0.900 -0.350 1.503
C -2.154 -0.778 1.526
C -2.903 -0.892 2.685
C -2.325 -0.557 3.921
C -1.016 -0.125 3.951
C -0.281 0.234 5.125
N -0.751 0.186 6.368
H 3.681 1.441 4.487
H 4.574 1.708 2.169
H 3.167 1.141 0.224
H -2.581 -1.061 0.556
H -3.925 -1.237 2.634
H -2.891 -0.637 4.839
C -0.383 -3.576 -1.548
O -0.433 -2.259 -1.007
C 0.575 -1.785 -0.196
C 1.084 -2.765 0.850
H -0.524 -4.326 -0.761
H 0.547 -3.744 -2.094
H -1.217 -3.620 -2.249
H 1.532 -3.663 0.407
H 0.255 -3.063 1.495
H 1.839 -2.256 1.453
C -4.812 -1.683 -4.773
C -3.455 -1.891 -4.956
C -2.537 -1.276 -4.124
C -2.944 -0.459 -3.072
C -4.315 -0.288 -2.878
C -5.235 -0.883 -3.726
As -1.567 0.460 -1.925
C -1.026 1.727 -3.316
C 0.031 1.613 -4.200
C 0.294 2.619 -5.120
C -0.474 3.775 -5.126
C -1.504 3.925 -4.216
C -1.805 2.905 -3.313
C -2.820 2.979 -2.274
C -3.693 4.046 -2.059
C -4.544 4.031 -0.971
C -4.519 2.974 -0.074
C -3.673 1.895 -0.296
C -2.841 1.875 -1.401
H -5.532 -2.142 -5.437
H -3.103 -2.531 -5.756
H -1.479 -1.436 -4.271
H -4.676 0.326 -2.061
H -6.293 -0.715 -3.574
H 0.686 0.756 -4.168
H 1.121 2.497 -5.809
H -0.255 4.572 -5.826
H -2.067 4.849 -4.195
H -3.708 4.888 -2.739
H -5.221 4.862 -0.808
H -5.161 2.983 0.796
H -3.649 1.075 0.415
O 1.695 -2.803 -3.441
S 1.489 -1.405 -3.094
O 0.088 -1.017 -3.127
O 2.341 -0.515 -3.860
S 2.142 -1.189 -1.136
O 0.885 1.972 -1.095
C 0.149 2.651 -0.363
N 0.089 4.025 -0.330
C -0.562 4.410 0.920
C -1.180 3.034 1.346
O -1.940 2.895 2.277
N -0.705 2.098 0.507
C -1.650 5.431 0.804
C -2.303 5.819 1.973
C -3.297 6.779 1.929
C -3.640 7.371 0.722
C -3.001 6.976 -0.442
C -2.016 6.003 -0.406
C 0.507 4.881 1.885
C 1.114 4.002 2.771
C 2.194 4.414 3.531
C 2.682 5.705 3.400
C 2.067 6.594 2.529
C 0.979 6.188 1.781
H 0.877 4.560 -0.667
H -2.027 5.357 2.907
H -3.801 7.066 2.843
H -4.410 8.132 0.690
H -3.271 7.424 -1.389
H -1.530 5.672 -1.310
H 0.746 2.992 2.867
H 2.659 3.709 4.203
H 3.543 6.025 3.971
H 2.447 7.602 2.419
H 0.493 6.878 1.103